Below is 4 unconnected molecules or ions with the total composition C28H36O16S, with properties calculated with wB97M-V/def2-TZVPD.

Summary:
- SMILES = O=C1c2ccccc2C(=O)c2c(C[SH](=O)=O)ccc(COCOCCO)c21.COC(=O)OC.COC(=O)OC.COC(=O)OC

Each line ends with the Löwdin charge.
Atoms and positions in Å:
O1 1.8038 0.2488 4.5141  0.113
C1 1.7189 0.4767 3.3343  -0.261
C2 2.7920 -0.0087 2.3031  -0.055
C3 3.3733 -1.3346 2.2984  0.004
C4 4.3356 -1.6591 1.2369  -0.060
C5 4.7322 -0.7236 0.1956  -0.053
C6 4.1601 0.6194 0.2086  0.000
C7 3.2116 0.9407 1.2517  -0.064
C8 2.5188 2.3420 1.3112  -0.283
O2 3.1292 3.3723 1.1574  0.111
C9 0.9884 2.2715 1.6371  -0.021
C10 0.0490 3.1030 0.8936  -0.156
C11 0.6276 4.0374 -0.2155  -0.196
S1 -0.5910 4.5317 -1.4757  0.709
O3 0.1101 5.3707 -2.4435  -0.356
O4 -1.0509 3.2868 -2.1036  -0.364
C12 -1.3699 2.9532 1.2336  -0.003
C13 -1.7738 2.0392 2.2795  0.014
C14 -0.8322 1.1972 3.0444  -0.072
C15 -1.3197 0.2333 4.1679  -0.132
O5 -2.0284 -0.9198 3.7007  -0.117
C16 -3.3696 -0.6444 3.3133  -0.235
O6 -3.4125 -0.6129 1.8839  -0.125
C17 -3.1705 -1.9339 1.3520  -0.177
C18 -1.8508 -2.0420 0.5196  -0.196
O7 -0.6460 -1.9843 1.3212  -0.100
C19 0.5669 1.3182 2.6834  0.001
H1 3.1066 -2.0882 3.0665  0.115
H2 4.7857 -2.6817 1.1733  0.102
H3 5.4355 -0.9716 -0.6311  0.105
H4 4.3705 1.4137 -0.5453  0.121
H5 1.1847 4.9010 0.2418  0.125
H6 1.4118 3.4358 -0.7561  0.125
H7 -1.6147 5.1812 -0.8123  0.087
H8 -2.0950 3.5781 0.6677  0.096
H9 -2.8571 1.9287 2.5195  0.108
H10 -2.0242 0.8299 4.8229  0.136
H11 -0.4874 -0.0840 4.8436  0.125
H12 -4.0218 -1.4672 3.7306  0.145
H13 -3.7747 0.3266 3.6898  0.133
H14 -4.0186 -2.1202 0.6271  0.133
H15 -3.2504 -2.7350 2.1340  0.131
H16 -1.7518 -1.2117 -0.2262  0.126
H17 -1.8299 -3.0555 0.0208  0.126
H18 -0.8079 -2.5065 2.1252  0.079
C20 1.6278 -3.4421 -3.8978  -0.037
O8 0.4105 -2.7283 -3.6863  -0.004
C21 0.5766 -1.4248 -3.4211  -0.612
O9 1.6310 -0.8472 -3.3533  0.123
O10 -0.6311 -0.8812 -3.2451  -0.002
C22 -0.6076 0.5193 -2.9515  -0.059
H19 1.3718 -4.4797 -4.1030  0.071
H20 2.1649 -3.0421 -4.7586  0.102
H21 2.2541 -3.4102 -3.0053  0.100
H22 -0.1613 1.0793 -3.7731  0.101
H23 -0.0706 0.7072 -2.0214  0.088
H24 -1.6365 0.8492 -2.8281  0.087
C23 -0.6217 -6.3234 -5.0876  -0.049
O11 -0.6667 -7.6696 -5.5576  0.005
C24 0.5344 -8.1978 -5.8173  -0.612
O12 1.5947 -7.6413 -5.6873  0.121
O13 0.3523 -9.4517 -6.2465  0.003
C25 1.5599 -10.1428 -6.5640  -0.044
H25 -1.6455 -5.9994 -4.9104  0.098
H26 -0.0721 -6.2623 -4.1477  0.089
H27 -0.1769 -5.6681 -5.8376  0.099
H28 2.1957 -10.2320 -5.6824  0.098
H29 2.0912 -9.6385 -7.3718  0.098
H30 1.2882 -11.1425 -6.8983  0.093
C26 -2.8614 8.9859 3.1697  -0.044
O14 -2.0215 7.9208 2.7249  -0.004
C27 -1.4860 7.1941 3.7146  -0.613
O15 -1.6569 7.3696 4.8925  0.129
O16 -0.7285 6.2392 3.1630  -0.007
C28 -0.0877 5.3782 4.1065  -0.033
H31 -3.2352 9.5006 2.2862  0.093
H32 -3.7115 8.5972 3.7313  0.098
H33 -2.2952 9.6968 3.7722  0.099
H34 -0.8269 4.8441 4.7046  0.100
H35 0.5902 5.9426 4.7475  0.101
H36 0.4941 4.6480 3.5451  0.082

***

Below is a molecular structure, C17H25AlBr36Cl, with properties calculated with wB97M-V/def2-TZVPD.

Summary:
- energy relative to the best compared isomer or geometry (same formula, charge and spin) (kcal/mol) = 0.0
- total charge = -1

Each line ends with the Löwdin charge.
Atoms and positions in Å:
C1 2.3705 -0.7776 1.9218  -0.115
C2 3.7652 -0.5376 1.2494  -0.397
C3 4.4929 -1.8859 1.0133  -0.104
C4 4.6221 0.2487 2.3012  -0.338
C5 6.0173 0.6856 1.8035  -0.285
Al1 7.1892 1.1154 3.4423  -0.155
Cl1 7.1025 -0.7526 4.8058  0.029
H1 2.4751 -0.5792 2.9943  0.048
H2 2.0906 -1.8332 1.8501  0.038
H3 1.5912 -0.1267 1.5192  -0.030
H4 3.7058 0.1015 0.3700  0.030
H5 5.4433 -1.9149 1.5506  0.066
H6 4.7189 -1.9909 -0.0537  0.058
H7 3.9070 -2.7315 1.3775  -0.021
H8 4.7131 -0.4447 3.1436  0.043
H9 4.0167 1.0966 2.6480  0.098
H10 6.5458 -0.1261 1.2875  0.035
H11 5.9866 1.5314 1.1057  0.034
H12 6.6417 2.4133 4.1556  -0.249
H13 8.6968 1.2075 2.9281  -0.103
C6 3.4053 1.7836 -2.7256  -1.608
Br1 4.9164 2.3732 -3.7719  0.569
Br2 3.4436 -0.1226 -2.4286  0.623
Br3 3.2515 2.7664 -1.0728  0.593
H14 2.5190 1.9945 -3.3035  -0.062
C7 -1.5370 0.6930 2.3222  -1.592
Br4 -0.5905 -0.3978 3.5977  0.626
Br5 -0.3375 1.6255 1.1277  0.588
Br6 -2.8445 -0.3223 1.3300  0.525
H15 -2.0756 1.4400 2.8878  -0.047
C8 -5.4242 2.7051 0.1384  -1.574
Br7 -6.3475 1.2789 1.0530  0.555
Br8 -4.0571 3.5022 1.2432  0.581
Br9 -4.7211 2.1275 -1.5666  0.505
H16 -6.1546 3.4741 -0.0656  -0.028
C9 3.5149 1.4857 6.2741  -1.570
Br10 5.2047 0.7658 5.6312  0.553
Br11 2.2456 0.0623 6.5896  0.521
Br12 3.7121 2.6417 7.8178  0.528
H17 3.1021 2.0946 5.4792  -0.032
C10 -1.2482 3.7035 -3.2701  -1.619
Br13 0.2406 4.4098 -4.2775  0.575
Br14 -1.1246 1.7875 -3.0495  0.550
Br15 -1.4592 4.6085 -1.5814  0.551
H18 -2.1396 3.9003 -3.8482  -0.034
C11 -7.0988 0.6189 -4.7653  -1.612
Br16 -7.7917 -0.0228 -6.4462  0.547
Br17 -6.9725 2.5481 -4.7405  0.538
Br18 -8.1196 -0.0493 -3.2712  0.543
H19 -6.0949 0.2305 -4.6646  -0.033
C12 -5.4476 -2.9905 -0.7163  -1.578
Br19 -6.8911 -3.7611 -1.7438  0.551
Br20 -4.8852 -1.2939 -1.4417  0.497
Br21 -5.8880 -2.8467 1.1577  0.547
H20 -4.6086 -3.6670 -0.7929  -0.024
C13 4.8204 -2.2718 -5.7245  -1.643
Br22 6.5753 -1.7508 -6.3333  0.562
Br23 3.4282 -1.3852 -6.7235  0.546
Br24 4.5980 -4.1888 -5.7383  0.561
H21 4.7297 -1.9463 -4.6971  -0.070
C14 -12.0588 1.1707 -6.8685  -1.624
Br25 -12.9794 -0.2486 -5.9396  0.567
Br26 -10.6738 1.9526 -5.7800  0.539
Br27 -11.3734 0.5800 -8.5747  0.558
H22 -12.7852 1.9447 -7.0679  -0.034
C15 3.7165 -6.2557 1.1082  -1.622
Br28 5.4621 -5.4398 1.0456  0.606
Br29 2.3563 -5.0016 1.6566  0.609
Br30 3.2648 -7.1080 -0.5662  0.547
H23 3.7545 -7.0314 1.8586  -0.035
C16 8.1703 5.4437 5.2239  -1.555
Br31 9.8025 5.9188 6.1992  0.465
Br32 8.0025 3.5155 4.7829  0.610
Br33 6.5976 6.0728 6.1553  0.518
H24 8.2135 5.9781 4.2841  -0.043
C17 -10.3833 -4.7732 0.7098  -1.628
Br34 -9.7247 -2.9823 0.9818  0.543
Br35 -10.9621 -5.0485 -1.1113  0.557
Br36 -9.0898 -6.0962 1.2574  0.561
H25 -11.2507 -4.8946 1.3417  -0.034

***

Below is 3 unconnected molecules or ions with the total composition C20H39BF3O3, with properties calculated with wB97M-V/def2-TZVPD.

Summary:
- total charge = -1

Each line ends with the natural charge from an NBO analysis.
Atoms and positions in Å:
O1 4.2807 -1.2225 -3.8924  -0.621
C1 4.6241 -1.4238 -5.1671  0.435
C2 5.3187 -0.3390 -6.1808  -0.766
B1 4.5923 1.1359 -6.2298  0.644
O2 5.1311 2.2291 -5.3453  -0.746
C3 3.9842 3.0831 -4.8885  -0.097
C4 2.8220 1.9215 -4.9838  0.051
C5 1.2751 2.2715 -4.5701  -0.419
C6 0.1662 1.5084 -5.5117  -0.468
C7 0.0164 -0.1009 -5.2397  0.289
F1 -0.7996 -0.5554 -4.0525  -0.370
C8 0.5781 -1.1970 -6.0876  0.651
F2 1.3552 -0.9824 -7.3529  -0.313
F3 0.3367 -2.6360 -5.7244  -0.346
O3 3.0879 1.1972 -6.2603  -0.744
H1 4.4518 -2.5242 -5.5904  0.098
H2 6.4546 -0.2725 -5.8883  0.239
H3 5.2937 -0.8097 -7.2736  0.210
H4 4.8790 1.5250 -7.3265  -0.156
H5 3.7361 4.0391 -5.5566  0.147
H6 4.3627 3.3985 -3.8050  0.180
H7 3.2090 1.1412 -4.1677  0.183
H8 1.1160 3.4462 -4.6298  0.206
H9 1.1055 1.8788 -3.4607  0.215
H10 -0.8917 1.9926 -5.2932  0.225
H11 0.5205 1.6376 -6.6256  0.274
C9 -0.7127 -1.0230 2.6411  -0.611
C10 0.6405 -1.5089 2.1449  -0.398
C11 1.4403 -0.4263 1.4162  -0.397
C12 0.7934 0.1171 0.1363  -0.397
C13 0.4843 -0.9328 -0.9348  -0.404
C14 1.7259 -1.6334 -1.4646  -0.613
H12 -1.3586 -0.7137 1.8146  0.205
H13 -1.2255 -1.8248 3.1805  0.201
H14 -0.5955 -0.1757 3.3245  0.194
H15 0.5029 -2.3840 1.5007  0.199
H16 1.2245 -1.8516 3.0075  0.194
H17 2.4351 -0.8231 1.1824  0.206
H18 1.6069 0.4141 2.1021  0.191
H19 1.4601 0.8765 -0.2913  0.206
H20 -0.1344 0.6427 0.3905  0.189
H21 -0.0181 -0.4348 -1.7736  0.218
H22 -0.2225 -1.6761 -0.5525  0.181
H23 2.4265 -0.9114 -1.8955  0.230
H24 1.4504 -2.3470 -2.2474  0.217
H25 2.2432 -2.1896 -0.6773  0.187
C15 -3.8893 1.0978 4.2899  -0.611
C16 -3.1249 0.6183 5.5142  -0.399
C17 -3.4772 -0.8141 5.9228  -0.398
C18 -4.9373 -1.0380 6.3349  -0.397
C19 -5.4294 -0.1654 7.4931  -0.398
C20 -4.6784 -0.4128 8.7923  -0.609
H26 -4.9676 1.1210 4.4706  0.197
H27 -3.5759 2.1117 4.0241  0.210
H28 -3.6963 0.4471 3.4308  0.208
H29 -3.2956 1.3084 6.3474  0.190
H30 -2.0516 0.6631 5.2936  0.206
H31 -2.8158 -1.1173 6.7428  0.198
H32 -3.2471 -1.4881 5.0879  0.205
H33 -5.0606 -2.0939 6.6072  0.198
H34 -5.5904 -0.8740 5.4699  0.200
H35 -6.4926 -0.3787 7.6605  0.198
H36 -5.3680 0.8952 7.2290  0.194
H37 -4.7671 -1.4593 9.1002  0.200
H38 -5.0916 0.2116 9.5908  0.206
H39 -3.6161 -0.1689 8.6980  0.202

***

Below is C32H31N5O4 in the gas phase, with properties calculated with wB97M-V/def2-TZVPD.

Summary:
- SMILES = CCOc1ccc(NC(=O)c2ccc(N3C[C@H]4C[C@@H](C3)c3cccc(=O)n3C4)c(NC(=O)c3cccnc3)c2)cc1
- energy relative to the best compared isomer or geometry (same formula, charge and spin) (kcal/mol) = 22.5

Each line ends with the natural charge from an NBO analysis.
Atoms and positions in Å:
C1 9.6900 -3.8576 -3.7074  -0.617
C2 8.4641 -2.9587 -3.6651  -0.062
O1 7.6092 -3.4472 -2.6518  -0.498
C3 6.4319 -2.8082 -2.4160  0.278
C4 5.9769 -1.6870 -3.1015  -0.253
C5 4.7570 -1.1241 -2.7713  -0.230
C6 3.9676 -1.6591 -1.7596  0.117
N1 2.7406 -1.0433 -1.4887  -0.590
C7 1.8291 -1.3373 -0.5189  0.671
O2 1.9711 -2.2012 0.3249  -0.610
C8 0.6047 -0.4868 -0.5561  -0.152
C9 0.0831 0.1018 -1.7031  -0.194
C10 -1.0842 0.8369 -1.6382  -0.242
C11 -1.7896 0.9966 -0.4443  0.153
N2 -2.9528 1.7623 -0.3623  -0.470
C12 -3.2026 2.7510 -1.3876  -0.214
C13 -4.1562 3.8291 -0.8561  -0.223
C14 -5.4733 3.1973 -0.4214  -0.404
C15 -5.1320 2.1763 0.6563  -0.261
C16 -4.1803 1.1207 0.0639  -0.196
C17 -4.4397 2.8253 1.8240  0.266
C18 -4.5390 2.2849 3.0753  -0.331
C19 -3.7914 2.8321 4.1355  -0.117
C20 -2.9752 3.8917 3.9084  -0.332
C21 -2.8709 4.5001 2.6144  0.602
O3 -2.1861 5.4730 2.3358  -0.642
N3 -3.6389 3.8946 1.6005  -0.397
C22 -3.5607 4.5866 0.3238  -0.219
C23 -1.2599 0.3950 0.7164  0.190
N4 -1.9097 0.5583 1.9478  -0.644
C24 -2.0453 -0.3558 2.9498  0.677
O4 -2.4905 -0.0376 4.0338  -0.595
C25 -1.6874 -1.7610 2.6057  -0.191
C26 -0.8820 -2.5131 3.4551  -0.129
C27 -0.5799 -3.8176 3.1067  -0.249
C28 -1.1117 -4.3246 1.9304  0.053
N5 -1.9193 -3.6343 1.1430  -0.414
C29 -2.1975 -2.3893 1.4705  0.061
C30 -0.0776 -0.3195 0.6433  -0.185
C31 4.4238 -2.7826 -1.0724  -0.215
C32 5.6378 -3.3436 -1.4000  -0.235
H1 10.1940 -3.8413 -2.7451  0.215
H2 9.3920 -4.8797 -3.9240  0.214
H3 10.3756 -3.5137 -4.4766  0.212
H4 8.7606 -1.9236 -3.4433  0.170
H5 7.9484 -2.9757 -4.6359  0.169
H6 6.5584 -1.2409 -3.8928  0.213
H7 4.4163 -0.2522 -3.3136  0.201
H8 2.5366 -0.2485 -2.0777  0.397
H9 0.5519 -0.0377 -2.6666  0.210
H10 -1.4761 1.2655 -2.5473  0.217
H11 -2.2542 3.2167 -1.6625  0.218
H12 -3.6508 2.3014 -2.2902  0.175
H13 -4.3265 4.5485 -1.6629  0.227
H14 -5.9637 2.7060 -1.2639  0.215
H15 -6.1500 3.9579 -0.0281  0.218
H16 -6.0330 1.6704 1.0129  0.235
H17 -3.9622 0.3575 0.8102  0.223
H18 -4.6775 0.6327 -0.7918  0.180
H19 -5.1695 1.4282 3.2431  0.228
H20 -3.8627 2.3845 5.1138  0.230
H21 -2.3802 4.3360 4.6898  0.232
H22 -2.5039 4.8155 0.1522  0.239
H23 -4.0736 5.5490 0.4443  0.216
H24 -2.2773 1.4813 2.1498  0.425
H25 -0.4942 -2.0654 4.3585  0.229
H26 0.0569 -4.4251 3.7298  0.223
H27 -0.8931 -5.3322 1.6037  0.195
H28 -2.8685 -1.8701 0.7970  0.189
H29 0.3508 -0.7524 1.5335  0.244
H30 3.8220 -3.2040 -0.2855  0.257
H31 6.0000 -4.2127 -0.8745  0.225

***

Going through the records in order, we get frontier orbital gap values of 8.65 5.47 6.16 8.24 eV.